A gas-phase ion, CClN2O4 (charge -1). Source: OMol25; level of theory: ωB97M-V/def2-TZVPD.

```
8
Properties=species:S:1:pos:R:3:forces:R:3
Cl 2.67999 0.76541 -0.08413 -0.349 -0.499 0.075
O -1.52287 0.89246 -1.07890 -0.623 1.145 -3.272
O -1.68017 0.91815 1.01607 -1.177 1.571 2.914
O 1.21150 -1.84609 -0.06219 -0.547 -0.854 0.197
O -0.88674 -0.85138 0.08153 1.033 -0.426 -0.226
N -1.39667 0.45488 -0.01252 1.094 -2.357 0.680
N 0.97645 0.47144 0.08779 -0.420 -0.166 0.212
C 0.61852 -0.80488 0.05235 0.988 1.586 -0.581
```
Positions in Å, forces in eV/Å.

The HOMO energy is -4.3849 eV. The calculation puts the calculated total energy at -908.68554 Ha. The calculation puts the relative energy (zero: lowest compared OMol25 entry of this formula, charge and spin) at 101.60 kJ/mol. The calculation puts the largest force on an atom at 3.5 eV Å⁻¹. Its net charge is -1. The frontier orbital gap comes out at 8.3 eV. As for the SMILES: O=[N+]([O-])O/C([O-])=N/Cl.

Atom charges from the natural (NBO) analysis, given in e for atoms 1 to 4: number 1, Cl, carries 0.007; number 2, O, carries -0.358; number 3, O, carries -0.366; number 4, O, carries -0.679